[1]
Below is a molecular structure, C3MgO6Tl in a non-equilibrium geometry, with properties calculated with ωB97M-V/def2-TZVPD.

```
11
Properties=species:S:1:pos:R:3:lowdin_charge:R:1
O 0.51370 2.52326 0.05231 -0.124
C -0.14054 1.49032 -0.04557 -0.567
Tl 2.41797 1.97417 -1.12189 1.118
O 0.39669 0.40167 -0.50218 -0.264
O 0.21612 -2.72535 0.08856 0.148
C 1.24893 -3.15805 0.44340 -0.282
O -2.15551 0.23245 0.07803 -0.094
C -1.67199 1.40314 0.27101 -0.556
O -2.27179 2.40277 0.61834 0.142
O 2.34049 -3.43281 0.67921 0.333
Mg -0.89408 -1.11157 -0.56123 1.146
```

Properties
Total charge: +1
Max |F|, eV/Å: 2.4
LUMO, eV: -5.31

[2]
Below is a single C2H5NOS molecule in a non-equilibrium geometry, with properties calculated with ωB97M-V/def2-TZVPD.

```
10
Properties=species:S:1:pos:R:3:lowdin_charge:R:1
C 0.01722 -0.83747 -0.34521 -0.600
N -0.35879 0.51404 -0.26972 -0.408
O 0.72148 -1.48164 0.43649 0.035
H 0.17239 -1.94045 -2.13357 0.104
C -0.59758 -1.44011 -1.52518 -0.024
H -1.03025 0.80464 -0.95260 0.071
H -1.13919 -0.69851 -2.12348 0.077
S 0.25529 1.54884 0.88482 0.784
H -1.31514 -2.20297 -1.22343 0.095
H -0.55057 1.17628 1.89436 -0.133
```

Properties
Structure (SMILES): CC(=O)NS
Energy above the lowest of the compared OMol25 structures with the same formula, charge and spin, eV: 0.719
Total charge: 0
Max |F|, eV/Å: 2.4
LUMO, eV: 0.62

[3]
Below is a gas-phase ion, C4H9NOS (charge +1) in a non-equilibrium geometry, with properties calculated with ωB97M-V/def2-TZVPD.

```
16
Properties=species:S:1:pos:R:3:lowdin_charge:R:1
C 0.39049 -0.55102 -0.43898 -0.222
C -1.79559 -1.23961 0.28780 -0.230
C -0.75756 -0.16287 0.54556 -0.367
H 0.01126 -0.70189 -1.45795 0.143
O -2.90613 -0.97098 -0.05485 0.115
H -0.53207 1.83736 0.69164 0.070
N -1.24379 1.19146 0.36340 0.078
H 1.81548 0.19454 1.63695 -0.039
H -1.33198 1.47467 -0.61532 0.104
C 1.45309 0.50857 -0.68831 -0.421
S 2.60026 0.84796 0.73425 1.164
H 2.12919 0.16433 -1.47698 0.104
H -0.38843 -0.36145 1.56530 0.143
H 0.89602 -1.46702 -0.14666 0.122
H 1.08677 1.49286 -0.99445 0.099
H -1.42699 -2.25692 0.04860 0.139
```

Properties
<S²>: 0.75
Multiplicity: 2
Energy above the lowest of the compared OMol25 structures with the same formula, charge and spin, eV: 1.634
Total charge: +1
Max |F|, eV/Å: 2.0
LUMO (alpha / beta), eV: -4.56 / -9.53

[4]
Below is 12 unconnected molecules or ions with the total composition C4H32N2O12 in a non-equilibrium geometry, with properties calculated with ωB97M-V/def2-TZVPD.

```
50
Properties=species:S:1:pos:R:3:lowdin_charge:R:1
H -0.15879 1.42231 -1.79036 0.100
C -1.43185 0.57577 1.04305 -0.576
H -2.09646 -4.14644 -0.28399 0.017
H 2.73091 1.39599 -2.13480 -0.010
H -1.49855 -3.58379 2.15945 0.034
O -0.94264 -0.00449 2.01307 0.002
O 2.17596 -0.46697 -0.09897 -0.075
H 2.16586 2.86799 3.68212 0.036
N -2.52620 1.39636 1.09396 0.175
H -0.76173 1.23386 3.50293 0.010
C -1.82055 0.12414 -2.39798 -0.216
O -2.72083 -3.43340 -0.46148 -0.070
H 1.20192 -2.43879 2.04997 0.061
H 2.16027 0.31533 -4.02049 0.079
O 1.42686 3.39672 3.37834 -0.070
H 2.79070 -1.16208 -0.35331 0.061
O 1.76183 0.43093 -3.15541 -0.032
H -1.74542 -0.24334 -4.52280 0.073
H 1.12761 -2.80600 -0.27687 -0.009
H -2.41174 1.29416 -4.12416 0.072
H -0.44344 -4.61152 1.66703 0.027
H 0.00096 -1.91046 1.38337 0.019
H -1.74680 2.00811 -1.27422 0.122
H -3.03599 1.53113 0.23111 0.090
O -0.82888 2.09164 3.94317 -0.055
H 1.13692 3.07110 1.17064 0.007
H 0.63287 2.86289 -0.25494 -0.002
H -2.17871 -2.66980 -0.24751 0.000
H -3.32044 1.22306 1.69840 0.120
O -1.36940 -4.39430 1.66973 -0.061
O 0.52761 -2.71486 1.39195 -0.069
O 1.01815 3.52341 0.32831 -0.043
H 2.22563 -3.41516 -1.19232 0.043
O 1.49043 -2.79590 -1.18466 -0.078
H 1.50761 -0.40132 -2.73944 0.058
H 3.00223 2.43856 -0.90618 0.032
N -0.84610 0.40992 -0.18255 0.077
H 2.63323 0.36712 -0.31827 0.030
H -1.48819 -0.91075 -2.26705 0.103
H -0.63377 1.07798 -4.08455 0.053
H -1.60931 2.46213 3.51534 0.048
O 3.32341 1.70009 -1.42449 -0.065
H 2.11363 -0.58426 1.72716 -0.018
C -1.59067 0.61575 -3.85717 -0.099
H -2.88836 0.08204 -2.17112 0.106
H -0.01340 -0.15999 -0.11508 0.105
O 2.13524 -0.82147 2.65385 -0.047
H 1.35298 -0.51997 3.10556 0.028
H 0.61692 3.16525 3.86753 0.002
C -1.15156 1.11130 -1.43589 -0.194
```

Properties
Structure (SMILES): CCCNC(N)=O.O.O.O.O.O.O.O.O.O.O.O
Energy above the lowest of the compared OMol25 structures with the same formula, charge and spin, eV: 1.680
Total charge: 0
Max |F|, eV/Å: 1.8
LUMO, eV: 0.09

[5]
Below is a single C19H28N8O2 molecule in a non-equilibrium geometry, with properties calculated with ωB97M-V/def2-TZVPD.

```
57
Properties=species:S:1:pos:R:3:lowdin_charge:R:1
C -4.13066 2.31172 0.08973 -0.046
H -4.84827 1.63848 -0.38384 0.085
N 2.99646 1.15716 -1.88045 0.078
H 0.45819 -2.83852 -2.59801 0.076
H 2.07153 -2.24820 -3.02473 0.074
C -0.25502 -0.28298 -2.40163 0.004
H 2.15594 -0.91079 4.83099 0.110
H -0.24066 -2.09236 4.12401 0.113
H 2.65361 3.64279 -1.69230 0.092
N 2.24143 1.75250 -0.99432 -0.227
H -1.51712 0.45170 2.74480 0.120
H -0.56524 2.79934 -3.72495 0.121
H 1.07570 -3.35212 1.88232 0.153
H 1.94103 3.56626 -0.05618 0.092
H -3.85712 3.09116 -0.61867 0.074
C 1.58255 -0.88481 3.90583 -0.151
H -2.47799 -1.02238 2.86327 0.121
H 0.93650 -0.00566 3.93091 0.107
N 1.54818 -1.28467 1.62692 -0.162
H 1.45032 -2.12175 -0.27469 0.119
H 0.90787 3.29448 -1.47454 0.060
C 2.33753 -0.20758 -0.40080 -0.360
C -0.64889 1.04741 -2.49844 -0.123
N 1.79593 0.94682 -0.04518 0.181
H -2.14048 -0.00132 -0.71378 0.114
C -2.89234 1.54014 0.52631 -0.365
N 3.08125 -0.09403 -1.51542 0.079
N 0.43642 1.23196 -4.62246 0.085
H 1.39688 -0.43954 -5.32106 0.118
H 3.08172 -2.03756 0.36791 0.133
O -1.35275 2.98505 -1.31240 0.039
C -0.27644 1.75929 -3.63076 -0.094
H 0.95220 -2.76334 -4.29018 0.080
C 0.81299 -0.03424 -4.49971 -0.104
C 2.12287 -1.49930 0.32261 -0.116
C 1.90813 3.16445 -1.06491 0.014
C -1.42267 1.76731 -1.43346 -0.447
C -2.07914 -0.28559 2.16375 -0.168
H 1.24381 -3.02120 4.14655 0.115
C 0.75679 -2.16089 3.68995 -0.097
C 2.45881 -0.83167 2.66582 -0.173
C 0.71401 -2.35264 2.15083 -0.221
H -0.31217 -0.40380 1.15167 0.096
H 2.82761 0.16893 2.43834 0.116
C 1.02190 -2.25622 -3.32829 -0.050
C -3.25293 0.39188 1.46679 -0.151
H -0.50260 -0.87622 -1.52576 0.106
N -1.15048 -0.97924 1.23471 0.060
H -2.21181 2.23135 1.03531 0.148
O -1.40338 -3.24232 1.50239 0.101
H 3.32654 -1.50454 2.76563 0.127
C -0.72377 -2.25463 1.64041 -0.441
H -3.92225 0.78299 2.23695 0.120
N -2.18341 1.00032 -0.62960 0.112
C 0.50343 -0.84923 -3.41167 -0.257
H -3.82003 -0.36293 0.91205 0.128
H -4.61052 2.77879 0.95142 0.081
```

Properties
Structure (SMILES): Cc1cncc(C(=O)N[C@@H](C)CCNC(=O)[C@@H]2CCCN2Cc2nnn(C)n2)c1
Energy above the lowest of the compared OMol25 structures with the same formula, charge and spin, eV: 0.705
Total charge: 0
Max |F|, eV/Å: 1.1
LUMO, eV: 0.64

[6]
Below is a single C17H22N2O6S molecule in a non-equilibrium geometry, with properties calculated with ωB97M-V/def2-TZVPD.

```
48
Properties=species:S:1:pos:R:3:lowdin_charge:R:1
H -5.48228 1.49110 -1.18858 0.152
C -2.85428 2.09638 -0.41576 -0.186
H 4.70107 0.29434 1.86924 0.113
H 4.06884 -0.08662 -1.06054 0.095
H 1.62987 2.23795 0.76781 0.116
C 2.27479 -1.03882 1.05713 -0.194
O -3.35482 -2.02698 -1.41550 0.142
S 1.25677 0.27378 -1.04053 0.687
O -1.86304 -2.97019 -0.01934 -0.041
C -2.87195 -2.16055 -0.32547 -0.504
H -4.27659 -1.78918 1.27160 0.141
H -1.01879 -0.72005 0.05256 0.106
H 4.05613 2.67063 1.22143 0.112
H 2.26413 1.35969 2.17117 0.129
C -0.33008 1.06611 -0.80523 -0.260
H -2.57674 -1.42385 1.69261 0.144
N -3.60811 -0.00688 0.51793 0.035
C 4.48498 -0.49636 -0.13883 -0.195
C 3.54615 -1.58289 0.38810 -0.178
C 2.31359 1.44309 1.07986 -0.194
H -2.09164 3.90828 -1.21680 0.125
C 3.73748 1.79851 0.64554 -0.183
C -0.58333 2.37206 -1.16918 -0.049
O -5.79520 -0.21103 1.05113 0.097
O -4.07789 2.65148 -0.21410 0.003
H 5.73623 1.05600 0.66550 0.108
H -0.83083 -4.58237 -0.69293 0.095
H -0.39838 -3.02331 -1.46555 0.079
H -1.92725 -3.83845 -1.90187 0.095
H 2.43900 -0.88810 2.12743 0.125
H 0.19806 2.95815 -1.62450 0.117
H 4.07053 -2.20756 1.11531 0.111
C -1.21584 -3.64948 -1.09747 -0.020
H 5.43391 -0.97406 -0.39247 0.110
C -1.85057 2.89026 -0.95703 0.025
H 3.71919 2.07228 -0.40984 0.100
O 1.02206 -1.07904 -1.46123 -0.274
O 2.07143 1.11804 -1.86767 -0.272
C 4.73473 0.65634 0.83910 -0.190
C -3.33117 -1.37510 0.90473 -0.012
H 3.25698 -2.21288 -0.45387 0.103
H 1.46992 -1.76801 0.93504 0.112
N 1.79036 0.21573 0.52988 -0.246
C -5.16007 1.74666 -0.16552 -0.053
C -4.90188 0.42616 0.54218 -0.393
C -2.58943 0.76623 -0.04931 -0.095
C -1.30503 0.27602 -0.22980 0.021
H -5.98098 2.26649 0.33368 0.143
```

Properties
Structure (SMILES): COC(=O)CN1C(=O)COc2ccc(S(=O)(=O)N3CCCCCC3)cc21
Energy above the lowest of the compared OMol25 structures with the same formula, charge and spin, eV: 1.628
Total charge: 0
Max |F|, eV/Å: 1.0
LUMO, eV: 0.52

[7]
Below is a molecular structure, C24H20BrIIrN3OSe2 in a non-equilibrium geometry, with properties calculated with ωB97M-V/def2-TZVPD.

```
53
Properties=species:S:1:pos:R:3:lowdin_charge:R:1
H 0.58740 -1.55469 4.39760 0.118
C -2.78418 -2.40228 2.77978 -0.035
C -0.77716 -3.57116 2.16389 -0.049
H -1.85089 -1.92970 -1.05331 -0.027
C -0.86551 1.91903 2.32755 -0.108
C -3.29129 3.10426 1.68922 -0.130
C 2.56226 0.19882 2.53560 -0.680
H -0.14279 -4.44600 2.23238 0.115
N 1.48436 -0.45477 2.91906 0.036
C 3.70648 0.34120 3.30555 -0.095
C -2.77519 2.08247 0.90587 -0.144
C 3.69938 -0.23849 4.56708 -0.057
H -3.71377 -2.36269 3.33298 0.117
H 1.55282 0.69197 -5.55907 0.109
C 3.06785 -0.20908 -4.32028 -0.056
H -3.34877 1.74587 0.05286 -0.001
Se 2.48915 0.99790 0.76024 0.673
H 4.56750 -0.15588 5.20785 0.112
H 2.53240 -1.39548 5.96000 0.109
C -1.36985 2.94768 3.11831 -0.131
Se 2.70337 -1.08050 -0.25308 0.714
H 3.79519 -0.31581 -5.11439 0.112
C 2.40377 -0.45916 -2.05745 -0.663
C 2.57425 -0.92984 4.98522 -0.044
Br -3.26815 4.92316 3.88250 0.719
O -0.32416 2.18273 -1.29854 -0.117
H -0.81930 3.27495 3.99029 0.100
H 0.06414 1.45675 2.63432 0.058
C -1.20893 -1.34630 1.24926 -0.322
C -1.54923 1.47208 1.19582 -0.341
C -1.96539 -3.52107 2.89098 -0.256
I -3.41986 -0.08910 -2.04856 0.746
C 3.37670 -0.62220 -3.03180 -0.092
N -2.64238 -5.50397 4.41116 0.138
C -1.57512 -0.92226 -1.34759 -0.785
C -2.34239 -4.62189 3.73683 -0.196
H 4.33651 -1.05337 -2.78693 0.102
C -2.41175 -1.34144 1.96803 -0.086
H -4.24326 3.55593 1.44381 0.101
H 0.33807 2.71880 -0.84744 0.050
H -0.03575 0.95199 -3.64702 0.111
C -0.41915 -2.50291 1.36252 -0.140
C 0.93954 0.49858 -3.51216 -0.129
Ir -0.64331 0.14899 0.05440 0.982
C 1.82956 0.35991 -4.56824 -0.042
N 1.21884 0.08426 -2.27981 -0.020
H -3.08275 -0.49636 1.90107 0.092
H -1.15258 2.67485 -1.23280 0.061
H 4.56597 0.87637 2.92875 0.101
H -0.92887 -0.90638 -2.22776 -0.050
C 1.48918 -1.01858 4.12306 -0.104
H 0.51477 -2.56050 0.81526 0.035
C -2.57694 3.53548 2.79623 -0.710
```

Properties
Energy above the lowest of the compared OMol25 structures with the same formula, charge and spin, eV: 2.079
Total charge: 0
Max |F|, eV/Å: 1.2
LUMO, eV: -0.85

[8]
Below is 5 unconnected molecules or ions with the total composition C37H63ClINO12 in a non-equilibrium geometry, with properties calculated with ωB97M-V/def2-TZVPD.

```
115
Properties=species:S:1:pos:R:3:lowdin_charge:R:1
H -4.69943 0.28464 0.60902 0.120
H 1.68655 8.84486 4.42039 0.122
C 0.45166 0.20657 1.77348 -0.119
H -4.10586 -2.43036 -2.43575 0.089
H 2.43808 -3.73344 -2.47388 0.122
H -0.81544 0.39099 3.54252 0.127
H 8.07933 -3.55905 4.04830 0.084
C 5.69170 -5.39775 4.74055 -0.199
H -1.07818 6.96475 3.93554 0.086
H -5.60876 -3.54008 2.29457 0.103
C -0.29317 6.64074 3.24499 -0.113
H -6.76880 -3.99340 -1.49950 0.098
H 3.76895 3.72348 -6.36434 0.086
H 3.06491 4.04006 -1.74002 0.093
H 3.79200 -3.98963 0.83918 0.079
C 1.47018 -3.57920 -1.85361 -0.202
C -3.46494 -1.08272 -0.60634 -0.075
H 5.80376 -5.96394 2.67598 0.121
H -0.34042 -3.88579 0.35270 0.089
H -9.43643 1.30172 -2.61757 0.126
H 6.69594 -2.85866 6.56608 0.090
H 5.85247 2.13293 -2.62674 0.123
C 6.38440 -5.35992 3.38120 -0.199
H 2.22472 -0.82068 2.44500 0.107
C 1.52637 7.77741 4.24075 -0.200
O 0.67436 7.67184 3.10164 -0.195
O 6.45448 -4.70840 5.72910 -0.193
H 5.73294 -2.85627 5.07675 0.081
O 4.53529 2.41064 -4.96548 -0.195
H 3.36933 7.55668 3.10934 0.125
O -7.71674 -0.32798 -3.91029 -0.209
C 5.91789 3.12443 -3.08659 -0.198
C 3.54731 3.35360 -5.35830 -0.113
H 5.85389 4.02282 -5.06486 0.124
H -6.64414 -0.67325 -5.64214 0.088
H -6.94693 -4.43231 1.32311 0.089
O 6.42585 -4.03393 2.85590 -0.203
N -5.84144 -3.02199 0.15897 -0.201
C 5.94463 -3.40854 5.99514 -0.111
H 3.47191 2.53638 -2.58738 0.085
C -0.78004 -0.86983 -0.47934 0.001
H -6.95818 1.25562 -2.87875 0.115
O -9.79720 1.63288 -4.64445 -0.193
H 8.40923 -3.83554 2.31272 0.088
C -2.19476 -0.57779 0.17221 0.022
C -7.59570 1.08571 -3.75291 -0.196
C -3.21680 -2.00219 -1.85453 -0.035
C -0.82284 0.30904 2.41565 0.085
O 3.10989 2.29786 1.89556 0.003
H 3.52255 7.29064 4.85265 0.122
C 3.86205 3.31863 -1.93234 -0.107
C -5.89371 -3.99450 1.28562 -0.083
H -11.20173 0.41624 -5.49776 0.090
H 0.73008 -2.56463 1.03491 0.056
C 7.69692 -3.42302 3.03391 -0.109
I -1.59934 -3.81442 -3.98647 0.831
H -11.55112 0.90923 -3.82744 0.088
H 0.15143 5.70963 3.60341 0.082
H 2.43008 4.26469 2.42202 0.057
H -5.13856 -4.82273 1.04865 0.093
H 1.11770 -1.72844 -3.21238 0.124
H -5.43098 -0.13871 -0.96634 0.132
H -10.31243 -0.33632 -4.16052 0.082
C -8.95328 1.73501 -3.49924 -0.196
H -7.96955 -3.26460 -0.24418 0.099
H 6.57070 2.40577 -4.99810 0.122
H 4.17463 2.88050 -0.97997 0.057
H -8.80047 2.80176 -3.31054 0.124
C -10.75992 0.59491 -4.51503 -0.111
H 3.48237 4.19382 -4.66295 0.084
H 3.03709 -2.31673 0.78021 0.017
Cl 4.07119 0.24448 0.40568 0.631
H 0.72739 -4.36111 -2.22240 0.053
C -0.53015 -1.79952 -1.68257 -0.154
C 2.87856 7.11795 3.98377 -0.201
C -4.87340 -0.62340 -0.07089 -0.077
H 4.67748 -4.99055 4.67508 0.123
C 1.87470 0.26977 2.47129 -0.075
C -2.20547 0.09889 1.58860 -0.235
H 7.39008 -5.78755 3.44094 0.125
H 2.58158 2.84527 -5.37761 0.089
O 0.95124 0.75866 -0.56382 0.044
H -8.01715 -1.75832 -5.33916 0.089
C 5.76609 3.03462 -4.60254 -0.199
C 2.77955 5.29639 2.47555 -0.109
C 1.00042 -2.06144 -2.11465 -0.149
H -7.10205 1.53391 -4.62075 0.127
C -6.97950 -3.11741 -0.79357 -0.087
C 0.36694 -0.03012 0.23922 -0.262
H 5.61692 -6.43976 5.06571 0.123
C 0.72120 -3.68322 0.75532 -0.081
H 1.04622 7.35360 5.12871 0.124
H 1.79327 0.55500 3.57553 0.142
C 3.01302 1.08171 1.66619 -0.629
O -6.43306 -1.22140 1.69662 0.046
H -7.03348 -2.17965 -1.47045 0.099
H 6.90481 3.53826 -2.85817 0.123
H 5.03420 -3.48553 6.59770 0.087
H -8.31960 -0.10537 -5.90233 0.085
H 2.13348 5.91391 1.84649 0.086
C 3.25162 -3.24301 0.14781 -0.097
H 2.08210 -5.05923 -0.30608 0.123
H 3.94956 -3.01986 -0.73797 0.084
H 7.58878 -2.35332 2.84551 0.089
C -5.78777 -1.65960 0.69211 -0.359
O 4.95537 4.01193 -2.52221 -0.193
C 1.86247 -3.93943 -0.34625 -0.378
H -0.74244 6.45733 2.26649 0.089
O 2.74799 5.70521 3.83820 -0.192
H 3.80722 5.33778 2.10156 0.093
C -7.67386 -0.72412 -5.27491 -0.109
H 1.75578 -1.43211 -1.51753 0.103
O -3.16007 -0.10754 2.38588 0.032
H 0.89327 -4.29836 1.71110 0.089
C -1.78085 -2.41345 -2.35889 -0.582
```

Properties
Structure (SMILES): CC(C)CCc1c(I)cc(CC(=O)N(C)C)c2c1C(=O)C(CC(=O)Cl)=CC2=O.COCCOC.COCCOC.COCCOC.COCCOC
Total charge: 0
Max |F|, eV/Å: 5.1
LUMO, eV: -1.44